No. 1
This record from OMol25 describes a cluster of 2 separate species, C5H16N2O in total. The level of theory is ωB97M-V/def2-TZVPD.

## Properties
* SMILES: CCC[C@@H](N)CN.O
* orbital gap: 10.18 eV

Bonds (Å) are listed after each position.
Cartesian coordinates (Å):
1 C -1.0144 2.5530 -1.4539  C2 1.462, H8 1.150, H9 1.086, H10 1.061
2 C -0.9166 1.8243 -0.1902  C1 1.462, C3 1.556, H11 1.023, H12 1.115
3 C -1.2449 0.3160 -0.3892  C2 1.556, C4 1.536, H13 1.142, H14 1.081
4 C -0.0688 -0.6342 -0.6623  C3 1.536, N5 1.511, C6 1.567, H15 1.096
5 N 1.2548 -0.0176 -0.2739  C4 1.511, H16 1.051, H17 1.019
6 C -0.1116 -1.9193 0.2328  C4 1.567, N7 1.494, H18 0.984, H19 1.206
7 N -1.5035 -2.4548 0.3164  C6 1.494, H20 1.018, H21 1.000
8 H -0.8922 1.7323 -2.2503  C1 1.150
9 H -1.9241 3.1462 -1.4572  C1 1.086
10 H -0.3179 3.2949 -1.7536  C1 1.061
11 H 0.0218 1.9510 0.1968  C2 1.023
12 H -1.6262 2.1931 0.5863  C2 1.115
13 H -1.8761 0.3137 -1.3404  C3 1.142
14 H -1.8902 -0.1702 0.3292  C3 1.081
15 H -0.1153 -1.1511 -1.6282  C4 1.096
16 H 2.0233 -0.1204 -0.9829  N5 1.051
17 H 1.0986 0.9861 -0.1954  N5 1.019
18 H 0.5583 -2.5705 -0.0762  C6 0.984
19 H 0.0762 -1.5568 1.3675  C6 1.206
20 H -1.6829 -3.2048 -0.3476  N7 1.018
21 H -1.6256 -2.9320 1.1862  N7 1.000
22 O 3.1101 0.2343 2.1541  H23 1.014, H24 0.937
23 H 2.8670 0.9227 1.4506  O22 1.014
24 H 2.3023 -0.2408 2.1613  O22 0.937

***

No. 2
This record from OMol25 describes a cluster of 2 separate species, C5H16N2O in total. The level of theory is ωB97M-V/def2-TZVPD.

## Properties
* SMILES: C[C@H](N)CN(C)C.O
* orbital gap: 9.02 eV

Bonds (Å) are listed after each position.
Cartesian coordinates (Å):
1 C 1.6447 1.5026 -0.1440  C2 1.515, H8 1.088, H9 1.088, H10 1.101
2 C 0.3453 1.1561 0.5537  C1 1.515, N3 1.459, C4 1.566, H11 1.093
3 N 0.6197 1.0645 1.9841  C2 1.459, H12 0.999, H13 1.002
4 C -0.2699 -0.2210 0.1313  C2 1.566, N5 1.466, H14 1.090, H15 1.091
5 N -0.8480 -0.1672 -1.2154  C4 1.466, C6 1.441, C7 1.489
6 C -2.2785 -0.3187 -1.3008  N5 1.441, H16 1.096, H17 1.103, H18 1.088
7 C -0.1195 -0.9106 -2.2803  N5 1.489, H19 1.087, H20 1.091, H21 1.087
8 H 1.6000 1.2920 -1.2109  C1 1.088
9 H 1.9482 2.5230 0.0804  C1 1.088
10 H 2.4849 0.9050 0.2428  C1 1.101
11 H -0.4114 1.9142 0.3352  C2 1.093
12 H 1.5699 1.1373 2.2836  N3 0.999
13 H -0.1313 1.0454 2.6465  N3 1.002
14 H 0.5634 -0.9228 0.1533  C4 1.090
15 H -1.0946 -0.4724 0.8007  C4 1.091
16 H -2.8017 0.3284 -0.5878  C6 1.096
17 H -2.6449 -1.3182 -1.0123  C6 1.103
18 H -2.6069 0.0468 -2.2709  C6 1.088
19 H 0.8021 -1.3000 -1.8547  C7 1.087
20 H -0.7019 -1.7639 -2.6300  C7 1.091
21 H 0.0896 -0.1549 -3.0325  C7 1.087
22 O 0.5703 -1.8896 3.1360  H23 0.950, H24 0.959
23 H 0.9630 -2.4404 2.4697  O22 0.950
24 H 0.7073 -1.0357 2.7222  O22 0.959

***

No. 3
This record from OMol25 describes a cluster of 2 separate species, C5H16N3 in total. The level of theory is ωB97M-V/def2-TZVPD.

## Properties
* charge: +1
* orbital gap: 11.60 eV

Bonds (Å) are listed after each position.
Cartesian coordinates (Å):
1 C -1.0459 -0.6137 1.3330  C2 1.539, N4 1.491, H7 1.091, H8 1.082
2 C -1.0946 0.0246 2.7331  C1 1.539, H9 1.099, H10 1.083, H16 1.081
3 C 1.3325 -0.6835 0.6366  N4 1.323, N5 1.339, N6 1.343
4 N 0.2464 -1.3066 1.0639  C1 1.491, C3 1.323, H11 1.002
5 N 1.3720 0.6541 0.5931  C3 1.339, H12 1.000, H13 1.011
6 N 2.3633 -1.3867 0.1407  C3 1.343, H14 1.006, H15 1.005
7 H -1.7689 -1.4306 1.3248  C1 1.091
8 H -1.1385 0.0906 0.5172  C1 1.082
9 H -0.9832 -0.7955 3.4564  C2 1.099
10 H -2.1162 0.2575 3.0049  C2 1.083
11 H 0.3003 -2.2840 1.2779  N4 1.002
12 H 0.6310 1.3199 0.6846  N5 1.000
13 H 2.0557 1.1111 0.0047  N5 1.011
14 H 2.5721 -2.2236 0.6583  N6 1.006
15 H 3.1751 -0.9164 -0.2191  N6 1.005
16 H -0.3221 0.7814 2.7250  C2 1.081
17 C 0.0670 0.7032 -2.6104  C18 1.543, H19 1.081, H20 1.093, H21 1.099
18 C -1.4051 1.1060 -2.3824  C17 1.543, H22 1.096, H23 1.094, H24 1.087
19 H 0.4138 -0.0848 -1.9561  C17 1.081
20 H 0.2502 0.4711 -3.6629  C17 1.093
21 H 0.5875 1.6708 -2.5975  C17 1.099
22 H -2.1771 0.5063 -2.8785  C18 1.096
23 H -1.6754 0.8676 -1.3490  C18 1.094
24 H -1.6398 2.1613 -2.4982  C18 1.087

***

No. 4
This record from OMol25 describes a cluster of 2 separate species, C5H16N5 in total. The level of theory is ωB97M-V/def2-TZVPD.

## Properties
* charge: +1
* orbital gap: 8.59 eV

Bonds (Å) are listed after each position.
Cartesian coordinates (Å):
1 C -3.4112 -1.6646 0.0880  C3 1.527, H11 1.089, H12 1.087, H13 1.087
2 C -1.4374 2.3853 -0.0028  C4 1.522, H14 1.088, H15 1.086, H16 1.088
3 C -1.9126 -1.3732 0.0693  C1 1.527, N10 1.462, H17 1.096, H18 1.094
4 C -1.9415 1.0556 0.5391  C2 1.522, N10 1.463, H19 1.097, H20 1.094
5 C 2.4775 0.3411 -0.3074  N6 1.284, N8 1.319, H21 1.091
6 N 3.6793 -0.1009 -0.2119  C5 1.284, N7 1.234
7 N 4.7105 -0.0493 0.4644  N6 1.234, N9 1.280
8 N 1.3807 -0.3862 -0.2132  C5 1.319, H22 1.013, H23 1.046
9 N 5.8392 -0.4256 -0.0071  N7 1.280, H24 1.020, H25 1.011
10 N -1.5355 -0.0269 -0.3576  C3 1.462, C4 1.463, H26 1.017
11 H -3.8613 -1.4202 -0.8730  C1 1.089
12 H -3.5732 -2.7216 0.2811  C1 1.087
13 H -3.9175 -1.0971 0.8645  C1 1.087
14 H -1.8905 2.6019 -0.9677  C2 1.088
15 H -1.6907 3.1896 0.6809  C2 1.086
16 H -0.3571 2.3640 -0.1275  C2 1.088
17 H -1.4282 -2.0698 -0.6240  C3 1.096
18 H -1.4928 -1.5343 1.0667  C3 1.094
19 H -3.0304 1.1045 0.6644  C4 1.097
20 H -1.4976 0.8521 1.5182  C4 1.094
21 H 2.3509 1.3726 -0.6396  C5 1.091
22 H 1.4577 -1.3516 0.0826  N8 1.013
23 H 0.4027 -0.0548 -0.3802  N8 1.046
24 H 5.9908 -0.7383 -0.9658  N9 1.020
25 H 6.6167 -0.3970 0.6387  N9 1.011
26 H -1.9286 0.1447 -1.2803  N10 1.017

***

No. 5
This record from OMol25 describes a cluster of 2 separate species, C5H16NO in total. The level of theory is ωB97M-V/def2-TZVPD.

## Properties
* spin multiplicity: 2
* orbital gap (alpha / beta): 3.50 / 11.52 eV

Bonds (Å) are listed after each position.
Cartesian coordinates (Å):
1 C 1.3450 -1.0274 -0.0531  C2 1.520, N6 1.537, H7 1.059, H8 1.050
2 C 0.3541 -0.3273 0.8625  C1 1.520, C3 1.638, H9 1.124, H10 1.103
3 C -0.3732 1.0703 0.4137  C2 1.638, C4 1.596, C5 1.626, H11 1.077
4 C 0.8309 2.0517 0.0459  C3 1.596, H12 1.223, H13 1.149, H14 1.122
5 C -1.3768 1.6491 1.5548  C3 1.626, H15 1.107, H16 1.109, H17 1.135
6 N 0.7795 -0.9763 -1.4812  C1 1.537, H18 0.986, H19 0.961, H20 1.069
7 H 2.2609 -0.4962 -0.0813  C1 1.059
8 H 1.5174 -2.0090 0.2768  C1 1.050
9 H -0.5210 -0.9783 1.1344  C2 1.124
10 H 0.8173 -0.2626 1.8615  C2 1.103
11 H -1.0488 0.8240 -0.3879  C3 1.077
12 H 0.7741 2.3580 -1.1373  C4 1.223
13 H 0.5205 2.8968 0.7604  C4 1.149
14 H 1.8939 1.7210 0.1847  C4 1.122
15 H -1.9557 0.7669 1.8890  C5 1.107
16 H -2.0892 2.4101 1.1767  C5 1.109
17 H -0.8028 2.1027 2.4220  C5 1.135
18 H 1.5779 -1.0731 -2.0523  N6 0.986
19 H 0.3812 -0.1057 -1.5619  N6 0.961
20 H 0.1278 -1.8098 -1.6314  N6 1.069
21 H -1.6995 -2.6356 -0.6529  O23 1.027
22 H -2.0296 -3.2784 -1.9802  O23 0.947
23 O -1.2840 -2.8709 -1.5627  H21 1.027, H22 0.947

***

No. 6
This record from OMol25 describes a cluster of 2 separate species, C5H16NO in total. The level of theory is ωB97M-V/def2-TZVPD.

## Properties
* charge: +1
* orbital gap: 10.03 eV

Bonds (Å) are listed after each position.
Cartesian coordinates (Å):
1 C 0.9505 -0.9399 -0.6985  C2 1.520, H7 1.074, H8 1.090, H9 1.097
2 C -0.5115 -0.5263 -0.7286  C1 1.520, C3 1.545, N6 1.569, H10 1.087
3 C -0.8085 0.8507 -1.3623  C2 1.545, C4 1.521, H11 1.121, H12 1.117
4 C -0.8274 1.9799 -0.3441  C3 1.521, C5 1.516, H13 1.092, H14 1.096
5 C 0.4967 2.2351 0.3490  C4 1.516, H15 1.082, H16 1.116, H17 1.125
6 N -1.5539 -1.4641 -1.4334  C2 1.569, H18 1.027, H19 1.023, H20 1.027
7 H 1.3679 -1.0568 0.2843  C1 1.074
8 H 1.5868 -0.1751 -1.1437  C1 1.090
9 H 1.1581 -1.6902 -1.4707  C1 1.097
10 H -0.8253 -0.3352 0.2942  C2 1.087
11 H -0.1888 1.1311 -2.2536  C3 1.121
12 H -1.7979 0.9456 -1.8717  C3 1.117
13 H -1.3077 2.8470 -0.8011  C4 1.092
14 H -1.6113 1.7756 0.3939  C4 1.096
15 H 0.2722 2.8764 1.1915  C5 1.082
16 H 0.8974 1.3538 0.9044  C5 1.116
17 H 1.3151 2.5731 -0.3457  C5 1.125
18 H -1.2255 -2.4356 -1.4827  N6 1.027
19 H -1.6771 -1.0327 -2.3533  N6 1.023
20 H -2.4436 -1.5562 -0.9287  N6 1.027
21 H 2.1073 -2.4574 5.3592  O23 0.968
22 H 2.0009 -2.5949 3.8851  O23 0.962
23 O 2.6256 -2.3040 4.5565  H21 0.968, H22 0.962

***

No. 7
This record from OMol25 describes a cluster of 2 separate species, C5H16NO in total. The level of theory is ωB97M-V/def2-TZVPD.

## Properties
* charge: +1
* orbital gap: 11.68 eV

Bonds (Å) are listed after each position.
Cartesian coordinates (Å):
1 C -1.1868 -1.0907 -0.2410  C2 1.511, N6 1.511, H7 1.089, H8 1.088
2 C -1.2747 0.3349 -0.7343  C1 1.511, C3 1.553, H9 1.087, H10 1.094
3 C -0.1319 1.2655 -0.2444  C2 1.553, C4 1.533, H11 1.088, H12 1.088
4 C 1.2655 0.7202 -0.5619  C3 1.533, C5 1.537, H13 1.092, H14 1.083
5 C 1.4457 0.2745 -2.0215  C4 1.537, H15 1.087, H16 1.086, H17 1.075
6 N -1.3623 -1.1143 1.2594  C1 1.511, H18 1.022, H19 1.035, H20 1.018
7 H -0.2269 -1.5685 -0.4293  C1 1.089
8 H -1.9960 -1.6627 -0.6890  C1 1.088
9 H -1.1972 0.3469 -1.8181  C2 1.087
10 H -2.2154 0.7770 -0.3925  C2 1.094
11 H -0.2788 2.2029 -0.7775  C3 1.088
12 H -0.1907 1.4483 0.8269  C3 1.088
13 H 2.0011 1.5136 -0.4159  C4 1.092
14 H 1.5672 -0.1100 0.0648  C4 1.083
15 H 2.4160 0.5196 -2.4457  C5 1.087
16 H 0.8251 0.8031 -2.7396  C5 1.086
17 H 1.2950 -0.7802 -2.1678  C5 1.075
18 H -1.0719 -2.0015 1.6758  N6 1.022
19 H -0.7366 -0.4007 1.6735  N6 1.035
20 H -2.3230 -0.9455 1.5519  N6 1.018
21 H 0.9887 -0.2788 3.6520  O23 0.961
22 H 1.4635 0.2043 2.2644  O23 0.963
23 O 0.9243 -0.4578 2.7097  H21 0.961, H22 0.963

***

No. 8
This record from OMol25 describes a cluster of 2 separate species, C5H16NO2 in total. The level of theory is ωB97M-V/def2-TZVPD.

## Properties
* charge: +1
* orbital gap: 11.54 eV

Bonds (Å) are listed after each position.
Cartesian coordinates (Å):
1 C 1.3114 0.5869 -1.4653  O2 1.431, C3 1.540, H8 1.107, H9 1.100
2 O 0.1587 0.4786 -2.3056  C1 1.431, H10 0.962
3 C 0.7243 0.4852 -0.0452  C1 1.540, C4 1.567, N7 1.518, H11 1.106
4 C 1.2238 -0.8393 0.6263  C3 1.567, C5 1.555, C6 1.560, H12 1.080
5 C 0.6696 -2.0147 -0.2272  C4 1.555, H13 1.068, H14 1.110, H15 1.072
6 C 0.4873 -0.7120 1.9960  C4 1.560, H16 1.100, H17 1.068, H18 1.090
7 N -0.7862 0.6307 -0.0071  C3 1.518, H19 1.022, H20 1.013, H21 1.010
8 H 1.9881 -0.2481 -1.7288  C1 1.107
9 H 1.9048 1.4489 -1.8050  C1 1.100
10 H 0.2137 0.9429 -3.1467  O2 0.962
11 H 1.0338 1.3771 0.5314  C3 1.106
12 H 2.2997 -0.7734 0.5592  C4 1.080
13 H -0.3769 -1.8637 -0.3755  C5 1.068
14 H 0.7019 -2.9508 0.3679  C5 1.110
15 H 1.3432 -2.3065 -1.0089  C5 1.072
16 H 0.7152 0.3085 2.3361  C6 1.100
17 H -0.4637 -1.1852 2.1085  C6 1.068
18 H 1.0236 -1.3047 2.7370  C6 1.090
19 H -1.1216 1.2131 -0.7770  N7 1.022
20 H -1.2851 -0.2506 -0.0035  N7 1.013
21 H -1.0508 1.0013 0.8950  N7 1.010
22 H -3.8803 2.0814 -0.4856  O24 0.978
23 H -3.5765 2.1344 1.0268  O24 0.964
24 O -3.2581 1.7599 0.1973  H22 0.978, H23 0.964

***

No. 9
This record from OMol25 describes a cluster of 3 separate species, C5H16NO2 in total. The level of theory is ωB97M-V/def2-TZVPD.

## Properties
* charge: +1
* orbital gap: 10.78 eV

Bonds (Å) are listed after each position.
Cartesian coordinates (Å):
1 C -0.6618 -2.6480 0.1551  C2 1.582, H7 1.097, H8 1.082, H9 1.121
2 C -0.7409 -1.6882 -1.0998  C1 1.582, C3 1.527, H10 1.086, H11 1.116
3 C -1.7906 -0.5838 -0.9994  C2 1.527, C4 1.490, H12 1.118, H13 1.119
4 C -1.0835 0.5410 -0.3241  C3 1.490, C5 1.321, H14 1.095
5 C -0.6200 1.4767 -1.1330  C4 1.321, N6 1.490, H15 1.111
6 N 0.5605 2.3478 -0.8737  C5 1.490, H16 0.986, H17 1.029, H18 1.039
7 H -1.5267 -2.4713 0.8057  C1 1.097
8 H -0.5391 -3.7165 0.0346  C1 1.082
9 H 0.2285 -2.2952 0.7383  C1 1.121
10 H 0.2509 -1.2852 -1.2830  C2 1.086
11 H -1.0416 -2.2806 -1.9970  C2 1.116
12 H -2.1894 -0.2360 -1.9845  C3 1.118
13 H -2.7548 -1.0006 -0.6131  C3 1.119
14 H -0.6980 0.2741 0.6657  C4 1.095
15 H -1.0015 1.7228 -2.1469  C5 1.111
16 H 0.1880 3.2019 -0.5499  N6 0.986
17 H 1.1124 1.9649 -0.0941  N6 1.029
18 H 1.1320 2.6226 -1.6965  N6 1.039
19 H 2.2525 0.7713 1.4700  O21 0.959
20 H 3.1221 2.1216 1.1635  O21 0.941
21 O 2.5546 1.4389 0.8512  H19 0.959, H20 0.941
22 H 1.9108 0.1653 3.0262  O24 0.993
23 H 0.3857 -0.5821 3.1095  O24 0.974
24 O 0.9499 0.1387 2.7753  H22 0.993, H23 0.974

***

No. 10
This record from OMol25 describes a cluster of 3 separate species, C5H16NO2 in total. The level of theory is ωB97M-V/def2-TZVPD.

## Properties
* charge: +1
* orbital gap: 4.14 eV

Bonds (Å) are listed after each position.
Cartesian coordinates (Å):
1 C -0.3431 1.0528 -2.1126  C2 1.632, N6 1.469, H7 1.182, H8 1.136
2 C -1.0829 0.6547 -0.7136  C1 1.632, C3 1.606, H9 1.053, H10 1.131
3 C 0.0423 0.0494 0.2591  C2 1.606, C4 1.553, C5 1.539, H16 1.127
4 C -0.4120 -1.1165 1.1792  C3 1.553, H11 1.120, H12 1.089, H22 1.234
5 C 0.4790 1.2755 1.0797  C3 1.539, H13 1.095, H14 1.136, H15 1.167
6 N 0.3283 0.1131 -3.0197  C1 1.469, H17 1.029, H18 1.051
7 H -1.2013 1.4570 -2.8180  C1 1.182
8 H 0.3984 1.9101 -2.0424  C1 1.136
9 H -1.8264 -0.0471 -0.9642  C2 1.053
10 H -1.7278 1.4250 -0.1945  C2 1.131
11 H -0.2492 -0.8329 2.2509  C4 1.120
12 H -0.2201 -2.0830 0.7144  C4 1.089
13 H -0.2493 1.5997 1.8303  C5 1.095
14 H 1.3679 0.8713 1.6594  C5 1.136
15 H 0.7734 2.2005 0.4326  C5 1.167
16 H 0.9266 -0.4209 -0.2576  C3 1.127
17 H 1.2649 0.4230 -3.3124  N6 1.029
18 H 0.0980 -0.9113 -3.0552  N6 1.051
19 H 3.4883 -2.0912 2.7848  O21 0.964
20 H 2.7207 -1.5784 1.4697  O21 0.963
21 O 3.5571 -1.6253 1.9440  H19 0.964, H20 0.963
22 H -1.5826 -0.9378 0.8305  C4 1.234
23 H -3.7000 -0.7889 1.1440  O24 0.901
24 O -2.8501 -0.5986 0.9117  H23 0.901

***

Energy relative to the best compared isomer or geometry (same formula, charge and spin), respectively: 53.4, 27.4, 23.1, 32.6, 63.0, 42.1, 10.0, 34.1, 47.8, 215.9 kcal/mol.
Max |F|, respectively: 8.0, 1.7, 2.5, 2.4, 5.1, 2.1, 1.3, 3.8, 2.5, 7.5 eV/Å.
E_tot, respectively: -384.77299, -384.81439, -364.13857, -473.58294, -329.91531, -329.81369, -329.86484, -405.06583, -405.04389, -404.77602 a.u..